168
Properties=species:S:1:pos:R:3 method="wB97M-V/def2-TZVPD" orbital_gap_ha=0.294 e_lumo_ev=0.4 charge=0 homo_ev=-7.6474 de_lowest_kcal_mol=71.2 energy_ha=-2932.30221
C 6.71 18.84 21.30
C 7.57 17.79 20.60
O 8.60 17.37 21.47
H 6.16 18.35 22.10
H 5.96 19.25 20.62
H 7.37 19.61 21.69
H 8.00 18.25 19.70
H 6.97 16.94 20.27
H 8.42 16.51 21.86
C 11.76 10.25 19.32
C 13.17 9.93 19.82
O 13.13 9.75 21.24
H 11.82 10.62 18.29
H 11.26 11.00 19.93
H 11.17 9.33 19.26
H 13.86 10.76 19.65
H 13.54 9.01 19.36
H 12.66 8.92 21.42
C 14.21 12.25 14.78
C 14.33 13.29 13.67
O 15.55 13.10 12.98
H 14.21 11.25 14.35
H 13.32 12.34 15.41
H 15.05 12.30 15.49
H 14.23 14.28 14.13
H 13.48 13.14 13.00
H 16.26 13.29 13.61
C 11.70 9.58 14.56
C 11.23 8.15 14.75
O 12.39 7.31 14.69
H 12.35 9.86 15.38
H 10.87 10.29 14.63
H 12.19 9.72 13.59
H 10.50 7.85 13.99
H 10.75 8.07 15.73
H 12.26 6.57 15.30
C 12.12 16.63 16.12
C 10.69 17.16 15.99
C 10.51 18.48 16.71
O 9.15 18.82 16.63
C 8.79 20.01 17.30
N 10.40 17.29 14.52
H 12.14 15.57 15.86
H 12.47 16.68 17.15
H 12.84 17.13 15.47
H 9.94 16.46 16.37
H 11.18 19.22 16.23
H 10.86 18.43 17.75
H 9.33 20.83 16.81
H 8.88 19.94 18.39
H 7.77 20.25 17.00
H 11.02 18.06 14.25
H 9.50 17.79 14.54
C 11.25 14.61 23.79
C 12.71 14.18 23.86
C 13.05 13.26 22.70
O 14.42 12.89 22.78
C 14.85 12.34 21.57
N 13.56 15.37 23.87
H 10.61 13.72 23.78
H 11.00 15.20 22.91
H 11.04 15.21 24.67
H 12.82 13.66 24.82
H 12.79 13.69 21.73
H 12.46 12.34 22.80
H 14.90 13.08 20.75
H 14.24 11.51 21.21
H 15.88 11.98 21.66
H 14.52 15.04 23.79
H 13.36 16.03 23.12
C 4.95 13.46 14.02
C 5.88 12.58 13.18
C 6.51 13.35 12.03
O 5.50 13.73 11.13
C 6.04 14.18 9.92
N 6.94 12.07 14.07
H 4.19 14.00 13.46
H 5.46 14.16 14.69
H 4.36 12.82 14.68
H 5.24 11.77 12.84
H 7.30 12.76 11.54
H 6.98 14.27 12.41
H 6.44 15.20 10.00
H 5.29 14.30 9.14
H 6.74 13.45 9.51
H 6.49 11.41 14.71
H 7.49 11.41 13.52
C 10.04 12.43 16.52
C 8.95 13.39 16.98
C 9.53 14.40 17.96
O 9.99 13.72 19.13
C 10.62 14.62 19.99
N 8.46 14.10 15.77
H 9.60 11.82 15.73
H 10.34 11.72 17.29
H 10.89 12.92 16.06
H 8.11 12.84 17.41
H 8.87 15.26 18.13
H 10.43 14.81 17.48
H 9.94 15.22 20.62
H 11.32 15.29 19.49
H 11.24 14.13 20.75
H 9.27 14.32 15.20
H 7.95 13.45 15.16
C 9.46 11.19 21.81
C 8.07 11.40 21.22
C 6.99 10.90 22.20
O 7.20 9.50 22.35
C 6.04 8.73 22.46
N 7.90 12.83 21.04
H 10.34 11.34 21.18
H 9.57 10.15 22.14
H 9.59 11.84 22.68
H 7.96 10.84 20.28
H 6.00 11.14 21.82
H 7.21 11.36 23.17
H 5.51 8.89 23.40
H 6.28 7.66 22.39
H 5.35 8.89 21.62
H 7.07 13.06 20.50
H 8.64 13.23 20.43
C 13.86 17.27 16.93
C 13.58 17.06 18.42
C 13.69 15.64 18.94
O 12.65 14.84 18.41
C 12.86 13.47 18.69
N 14.49 17.90 19.22
H 14.91 17.05 16.75
H 13.66 18.30 16.64
H 13.21 16.59 16.38
H 12.57 17.45 18.61
H 13.55 15.69 20.03
H 14.68 15.21 18.72
H 13.72 13.13 18.10
H 12.03 12.90 18.27
H 12.91 13.20 19.75
H 14.19 17.79 20.17
H 14.36 18.88 18.98
C 6.33 16.87 17.05
O 6.16 15.53 16.66
H 6.61 17.49 16.19
H 5.38 17.24 17.43
H 7.12 17.03 17.78
H 7.04 15.12 16.41
C 4.80 12.53 18.10
O 5.66 13.54 18.59
H 4.05 12.96 17.43
H 5.34 11.77 17.52
H 4.27 12.01 18.90
H 5.69 14.23 17.90
C 11.65 17.74 21.47
O 13.00 17.53 21.87
H 11.58 18.28 20.52
H 11.23 16.76 21.28
H 11.05 18.24 22.22
H 13.41 18.35 22.16
C 7.64 14.70 24.29
O 7.82 14.95 22.92
H 6.76 15.13 24.76
H 7.67 13.62 24.50
H 8.51 15.12 24.82
H 8.09 14.14 22.43
C 10.52 14.67 12.41
O 10.91 14.51 13.78
H 10.92 15.61 12.02
H 10.98 13.90 11.80
H 9.44 14.61 12.28
H 10.77 15.43 14.11